--- 1 ---
# C4H5FOS

A single C4H5FOS molecule (ωB97M-V/def2-TZVPD, the Open Molecules 2025 dataset).

```
12
C4H5FOS ωB97M-V/def2-TZVPD
C -0.76 -0.94 -1.63
S 0.74 -0.10 -1.29
C 0.46 0.44 0.38
C 0.35 -0.56 1.46
O 0.27 -1.74 1.22
C 0.57 1.76 0.66
F 0.45 2.15 1.95
H -0.67 -1.26 -2.67
H -1.59 -0.29 -1.48
H -0.89 -1.82 -0.98
H 0.40 -0.16 2.49
H 0.66 2.52 -0.09
```

Results
Molecular weight   120.1 g mol⁻¹
HOMO-LUMO gap   8.904 eV
SMILES string   CS/C(C=O)=C/F

Okay, here come the natural (NBO) numbers, in e, for every atom:
1 C -0.76
2 S 0.27
3 C -0.38
4 C 0.39
5 O -0.51
6 C 0.31
7 F -0.33
8 H 0.23
9 H 0.21
10 H 0.24
11 H 0.14
12 H 0.19

--- 2 ---
# C4H5FOS

A single C4H5FOS molecule (ωB97M-V/def2-TZVPD, the Open Molecules 2025 dataset).

```
12
C4H5FOS ωB97M-V/def2-TZVPD
F -0.15 2.04 0.20
C -0.55 0.79 0.07
C -1.73 0.37 -0.34
O -1.79 -0.96 -0.30
C -0.58 -1.45 0.31
C 0.37 -0.24 0.59
S 1.94 -0.19 -0.34
H -2.54 0.92 -0.78
H -0.80 -1.92 1.29
H -0.20 -2.24 -0.35
H 0.57 -0.08 1.67
H 2.55 -1.06 0.42
```

Results
Molecular weight   120.1 g mol⁻¹
HOMO-LUMO gap   9.291 eV
SMILES string   FC1=COC[C@H]1S

Okay, here come the natural (NBO) numbers, in e, for every atom:
1 F -0.31
2 C 0.28
3 C 0.06
4 O -0.48
5 C -0.08
6 C -0.41
7 S -0.01
8 H 0.22
9 H 0.19
10 H 0.21
11 H 0.23
12 H 0.11

The structure with the most favorable energy is 1; the runner-up is 30.1 kJ/mol above it.

--- 1 ---
# C17H26N3

A gas-phase ion, C17H26N3 (charge +1) (ωB97M-V/def2-TZVPD, the Open Molecules 2025 dataset).

```
46
C17H26N3 ωB97M-V/def2-TZVPD
C 4.57 1.38 -0.78
C 3.14 1.75 -0.37
C 2.58 0.80 0.68
C 1.15 1.15 1.08
C 0.57 0.13 2.06
C -0.90 0.43 2.41
C -1.84 -0.76 2.28
N -2.21 -1.08 0.86
C -1.10 -1.67 0.07
N -0.56 -2.75 0.42
C 0.49 -3.26 -0.43
C 0.38 -2.75 -1.87
C 0.22 -1.23 -1.91
N -0.86 -0.88 -1.01
C -1.76 0.17 -1.05
C -1.90 1.21 -1.96
C -2.93 2.11 -1.74
C -3.78 2.00 -0.65
C -3.63 0.97 0.27
C -2.61 0.07 0.05
H 5.22 1.42 0.09
H 4.94 2.08 -1.52
H 4.60 0.38 -1.19
H 2.50 1.74 -1.26
H 3.13 2.77 0.03
H 2.61 -0.23 0.28
H 3.22 0.82 1.56
H 0.53 1.21 0.18
H 1.15 2.14 1.54
H 0.66 -0.87 1.63
H 1.17 0.14 2.96
H -1.27 1.25 1.79
H -0.96 0.76 3.44
H -2.77 -0.56 2.81
H -1.38 -1.67 2.69
H -2.96 -1.78 0.91
H 0.42 -4.35 -0.39
H 1.44 -2.97 0.02
H 1.27 -3.04 -2.43
H -0.48 -3.22 -2.35
H -0.04 -0.90 -2.92
H 1.14 -0.73 -1.60
H -1.25 1.30 -2.81
H -3.07 2.93 -2.43
H -4.57 2.72 -0.51
H -4.29 0.88 1.12
```

Results
Molecular weight   272.4 g mol⁻¹
Total charge   +1
HOMO-LUMO gap   9.047 eV
SMILES string   CCCCCCC[N@@H+]1C2=NCCCN2c2ccccc21

Okay, here come the natural (NBO) numbers, in e, for every atom:
1 C -0.60
2 C -0.39
3 C -0.39
4 C -0.39
5 C -0.40
6 C -0.44
7 C -0.20
8 N -0.38
9 C 0.58
10 N -0.45
11 C -0.24
12 C -0.43
13 C -0.21
14 N -0.44
15 C 0.24
16 C -0.26
17 C -0.15
18 C -0.22
19 C -0.18
20 C 0.03
21 H 0.21
22 H 0.22
23 H 0.20
24 H 0.18
25 H 0.20
26 H 0.18
27 H 0.21
28 H 0.18
29 H 0.21
30 H 0.20
31 H 0.22
32 H 0.22
33 H 0.25
34 H 0.23
35 H 0.25
36 H 0.46
37 H 0.23
38 H 0.21
39 H 0.24
40 H 0.22
41 H 0.23
42 H 0.21
43 H 0.24
44 H 0.24
45 H 0.24
46 H 0.24

--- 2 ---
# C17H26N3

2 unconnected molecules or ions with the total composition C17H26N3 (ωB97M-V/def2-TZVPD, the Open Molecules 2025 dataset).

```
46
C17H26N3 ωB97M-V/def2-TZVPD
C 2.05 -1.99 -0.35
C 3.56 -2.00 -0.35
N 4.07 -0.59 -0.34
C 3.57 0.11 -1.57
C 2.06 0.11 -1.57
N 1.53 -0.59 -0.35
C 2.05 0.11 0.87
C 3.56 0.11 0.88
H 1.66 -2.49 -1.25
H 1.65 -2.48 0.55
H 3.96 -2.48 0.56
H 3.96 -2.49 -1.24
H 3.96 1.14 -1.56
H 3.96 -0.43 -2.44
H 1.67 1.14 -1.56
H 1.67 -0.43 -2.44
H 1.66 1.14 0.86
H 1.65 -0.43 1.74
H 3.95 -0.43 1.75
H 3.96 1.13 0.87
C -2.27 3.64 -2.74
N -2.41 2.88 -1.50
C -3.17 3.47 -0.41
C -1.91 1.65 -1.41
C -1.92 0.89 -0.23
C -1.62 -0.47 -0.21
C -1.73 -1.27 0.98
C -1.83 -2.69 0.90
C -2.00 -3.47 2.04
C -2.05 -2.86 3.31
C -1.92 -1.46 3.42
C -1.76 -0.68 2.28
H -2.85 4.56 -2.66
H -1.21 3.88 -2.93
H -2.63 3.04 -3.58
H -3.60 4.41 -0.77
H -3.98 2.79 -0.09
H -2.54 3.68 0.47
H -1.49 1.23 -2.33
H -2.23 1.38 0.70
H -1.39 -0.99 -1.14
H -1.78 -3.15 -0.09
H -2.08 -4.55 1.95
H -2.19 -3.47 4.21
H -1.95 -0.98 4.40
H -1.65 0.41 2.37
```

Results
Molecular weight   272.4 g mol⁻¹
Total charge   +1
HOMO-LUMO gap   5.762 eV

Okay, here come the natural (NBO) numbers, in e, for every atom:
1 C -0.26
2 C -0.26
3 N -0.40
4 C -0.26
5 C -0.26
6 N -0.43
7 C -0.26
8 C -0.26
9 H 0.20
10 H 0.20
11 H 0.21
12 H 0.21
13 H 0.21
14 H 0.21
15 H 0.19
16 H 0.20
17 H 0.19
18 H 0.20
19 H 0.21
20 H 0.21
21 C -0.42
22 N -0.30
23 C -0.43
24 C 0.22
25 C -0.38
26 C 0.08
27 C -0.17
28 C -0.13
29 C -0.22
30 C -0.14
31 C -0.24
32 C -0.09
33 H 0.23
34 H 0.23
35 H 0.23
36 H 0.23
37 H 0.23
38 H 0.23
39 H 0.22
40 H 0.23
41 H 0.23
42 H 0.22
43 H 0.24
44 H 0.24
45 H 0.23
46 H 0.20

The structure with the most favorable energy is 1; the runner-up is 185.3 kJ/mol above it.

--- 1 ---
# C2H7N

2 unconnected molecules or ions with the total composition C2H7N (ωB97M-V/def2-TZVPD, the Open Molecules 2025 dataset).

```
10
C2H7N ωB97M-V/def2-TZVPD
C 2.56 -0.73 -6.14
N 3.36 -0.01 -5.48
H 1.72 -0.28 -6.67
H 2.65 -1.82 -6.22
H 4.09 -0.60 -5.07
C -2.86 0.69 5.92
H -2.66 0.05 6.77
H -1.99 0.74 5.27
H -3.18 1.67 6.30
H -3.67 0.29 5.33
```

Results
Molecular weight   45.1 g mol⁻¹
HOMO-LUMO gap   11.542 eV
SMILES string   C=N.C

Okay, here come the natural (NBO) numbers, in e, for every atom:
1 C -0.05
2 N -0.58
3 H 0.16
4 H 0.14
5 H 0.33
6 C -0.85
7 H 0.21
8 H 0.21
9 H 0.21
10 H 0.21

--- 2 ---
# C2H7N

2 unconnected molecules or ions with the total composition C2H7N (ωB97M-V/def2-TZVPD, the Open Molecules 2025 dataset).

```
10
C2H7N ωB97M-V/def2-TZVPD
C -5.20 -1.82 -4.02
N -4.15 -1.53 -4.69
H -5.95 -1.04 -3.87
H -5.57 -2.87 -4.04
H -3.98 -2.27 -5.33
C 4.94 1.96 4.39
H 4.81 1.12 5.21
H 4.55 1.61 3.48
H 6.00 1.89 4.22
H 4.55 2.95 4.63
```

Results
Molecular weight   45.1 g mol⁻¹
HOMO-LUMO gap   10.952 eV
SMILES string   C=N.C

Okay, here come the natural (NBO) numbers, in e, for every atom:
1 C -0.05
2 N -0.60
3 H 0.18
4 H 0.14
5 H 0.34
6 C -0.85
7 H 0.21
8 H 0.21
9 H 0.21
10 H 0.22

The structure with the most favorable energy is 1; the runner-up is 86.7 kJ/mol above it.

--- 1 ---
# C2H7N

2 unconnected molecules or ions with the total composition C2H7N (ωB97M-V/def2-TZVPD, the Open Molecules 2025 dataset).

```
10
C2H7N ωB97M-V/def2-TZVPD
C 4.40 0.97 0.04
N 4.50 1.43 -1.14
H 3.47 0.57 0.45
H 5.28 0.65 0.61
H 5.42 1.84 -1.18
C -4.68 -1.06 0.27
H -4.60 -2.14 0.38
H -4.54 -0.63 1.25
H -3.77 -0.74 -0.26
H -5.49 -0.89 -0.42
```

Results
Molecular weight   45.1 g mol⁻¹
HOMO-LUMO gap   11.457 eV
SMILES string   C=N.C

Okay, here come the natural (NBO) numbers, in e, for every atom:
1 C -0.05
2 N -0.58
3 H 0.16
4 H 0.14
5 H 0.33
6 C -0.86
7 H 0.21
8 H 0.22
9 H 0.21
10 H 0.22

--- 2 ---
# C2H7N

2 unconnected molecules or ions with the total composition C2H7N (ωB97M-V/def2-TZVPD, the Open Molecules 2025 dataset).

```
10
C2H7N ωB97M-V/def2-TZVPD
C -1.23 -0.69 -2.82
N -1.33 -0.22 -1.66
H -1.08 -1.79 -2.93
H -1.26 -0.20 -3.79
H -1.29 0.77 -1.47
C 1.28 0.43 2.54
H 1.46 0.64 3.59
H 1.71 1.26 1.94
H 0.21 0.38 2.28
H 1.53 -0.57 2.32
```

Results
Molecular weight   45.1 g mol⁻¹
HOMO-LUMO gap   10.915 eV
SMILES string   C=N.C

Okay, here come the natural (NBO) numbers, in e, for every atom:
1 C -0.03
2 N -0.61
3 H 0.15
4 H 0.14
5 H 0.35
6 C -0.86
7 H 0.21
8 H 0.21
9 H 0.22
10 H 0.22

The structure with the most favorable energy is 2; the runner-up is 7.7 kJ/mol above it.

--- 1 ---
# C2H3Cl2NS

2 unconnected molecules or ions with the total composition C2H3Cl2NS (ωB97M-V/def2-TZVPD, the Open Molecules 2025 dataset).

```
9
C2H3Cl2NS ωB97M-V/def2-TZVPD
C -1.79 -0.51 0.42
C 1.73 0.13 -0.26
N 1.41 -0.81 0.50
S -2.05 0.66 -0.72
Cl -2.28 -2.08 0.08
Cl -1.32 2.25 0.34
H 0.46 -0.75 0.89
H 1.12 0.99 -0.54
H 2.72 0.11 -0.70
```

Results
Molecular weight   144.0 g mol⁻¹
HOMO-LUMO gap   8.356 eV

Okay, here come the natural (NBO) numbers, in e, for every atom:
1 C -0.42
2 C -0.05
3 N -0.59
4 S 0.47
5 Cl 0.10
6 Cl -0.14
7 H 0.35
8 H 0.14
9 H 0.16

--- 2 ---
# C2H3Cl2NS

A molecular structure, C2H3Cl2NS (ωB97M-V/def2-TZVPD, the Open Molecules 2025 dataset).

```
9
C2H3Cl2NS ωB97M-V/def2-TZVPD
C 0.96 -0.12 -0.43
C -1.46 -0.23 0.11
N -0.12 -0.09 0.60
S 2.55 0.38 -0.03
Cl 0.83 -0.46 -2.03
Cl 2.38 1.21 1.78
H -1.51 -0.87 -0.76
H -1.64 0.71 -0.21
H -1.98 -0.54 0.97
```

Results
Molecular weight   144.0 g mol⁻¹
HOMO-LUMO gap (spin up / spin down)   8.679 / 8.677 eV

Okay, here come the natural (NBO) numbers, in e, for every atom:
1 C -0.14
2 C -0.45
3 N -0.39
4 S 0.37
5 Cl 0.11
6 Cl -0.10
7 H 0.18
8 H 0.20
9 H 0.21

The structure with the most favorable energy is 2; the runner-up is 94.9 kJ/mol above it.

--- 1 ---
# C5H17N2O2

2 unconnected molecules or ions with the total composition C5H17N2O2 (ωB97M-V/def2-TZVPD, the Open Molecules 2025 dataset).

```
26
C5H17N2O2 ωB97M-V/def2-TZVPD
N -0.91 0.01 1.01
C -1.20 -0.68 -0.31
C -2.67 -0.53 -0.60
C -0.08 -0.17 -1.33
N 1.18 -0.20 -0.60
C 1.95 1.03 -0.73
C 1.78 1.98 0.48
O 0.47 2.56 0.33
H -0.15 -0.45 1.49
H -0.53 0.97 0.83
H -1.74 0.11 1.60
H -0.96 -1.75 -0.25
H -3.04 -1.39 -1.18
H -3.35 -0.27 0.25
H -3.05 0.29 -1.19
H -0.51 0.75 -1.71
H -0.09 -0.89 -2.13
H 1.66 -1.08 -0.71
H 1.58 1.59 -1.60
H 3.01 0.78 -0.90
H 1.53 1.47 1.39
H 2.61 2.72 0.48
H 0.40 3.25 -0.34
H -0.89 -4.07 1.52
H 0.52 -3.33 1.87
O -0.24 -3.39 1.30
```

Results
Molecular weight   137.2 g mol⁻¹
Total charge   +1
HOMO-LUMO gap   10.126 eV

Okay, here come the natural (NBO) numbers, in e, for every atom:
1 N -0.70
2 C -0.06
3 C -0.68
4 C -0.23
5 N -0.68
6 C -0.25
7 C -0.07
8 O -0.77
9 H 0.45
10 H 0.47
11 H 0.43
12 H 0.25
13 H 0.25
14 H 0.23
15 H 0.24
16 H 0.21
17 H 0.21
18 H 0.40
19 H 0.19
20 H 0.22
21 H 0.18
22 H 0.21
23 H 0.49
24 H 0.50
25 H 0.49
26 O -0.98

--- 2 ---
# C5H17N2O2

2 unconnected molecules or ions with the total composition C5H17N2O2 (ωB97M-V/def2-TZVPD, the Open Molecules 2025 dataset).

```
26
C5H17N2O2 ωB97M-V/def2-TZVPD
C -0.99 -0.72 2.04
O -0.87 -1.25 0.76
C -1.42 -0.41 -0.25
C -0.52 0.77 -0.62
O 0.19 0.63 -1.82
C 1.34 -0.20 -1.79
C 1.00 -1.68 -1.92
N 0.01 -1.91 -2.98
H -2.01 -0.78 2.42
H -0.67 0.34 2.05
H -0.33 -1.28 2.71
H -2.41 -0.06 0.08
H -1.55 -1.04 -1.13
H 0.20 0.94 0.21
H -1.12 1.68 -0.74
H 1.91 -0.02 -0.87
H 1.95 0.13 -2.64
H 1.93 -2.22 -2.13
H 0.62 -2.05 -0.97
H 0.33 -2.56 -3.68
H -0.25 -1.05 -3.43
N 0.53 2.56 2.94
H 0.64 3.45 3.43
H -0.17 2.65 2.20
H 1.42 2.28 2.51
H 0.24 1.83 3.59
```

Results
Molecular weight   137.2 g mol⁻¹
Total charge   +1
HOMO-LUMO gap   6.821 eV

Okay, here come the natural (NBO) numbers, in e, for every atom:
1 C -0.23
2 O -0.53
3 C -0.13
4 C -0.08
5 O -0.53
6 C -0.07
7 C -0.26
8 N -0.85
9 H 0.19
10 H 0.08
11 H 0.20
12 H 0.17
13 H 0.25
14 H 0.12
15 H 0.19
16 H 0.15
17 H 0.20
18 H 0.20
19 H 0.19
20 H 0.37
21 H 0.37
22 N -0.86
23 H 0.46
24 H 0.47
25 H 0.46
26 H 0.46

The structure with the most favorable energy is 1; the runner-up is 123.2 kJ/mol above it.

--- 1 ---
# C4H9NO2S

2 unconnected molecules or ions with the total composition C4H9NO2S (ωB97M-V/def2-TZVPD, the Open Molecules 2025 dataset).

```
17
C4H9NO2S ωB97M-V/def2-TZVPD
C 1.25 -1.44 -0.71
C 1.18 -0.78 0.66
C 1.24 0.52 0.92
N 1.45 1.50 -0.04
H 2.20 -1.30 -1.04
H 0.95 -2.43 -0.53
H 0.63 -1.05 -1.37
H 1.05 -1.29 1.58
H 1.18 0.77 1.89
H 1.54 2.40 0.33
H 0.81 1.37 -0.83
O -1.30 0.77 -1.37
C -2.15 0.62 -0.55
O -2.70 1.59 0.08
S -2.63 -1.01 0.12
H -3.34 1.29 0.72
H -1.35 -1.54 0.15
```

Results
Molecular weight   135.2 g mol⁻¹
HOMO-LUMO gap   8.327 eV
SMILES string   C/C=C\N.O=C(O)S

Okay, here come the natural (NBO) numbers, in e, for every atom:
1 C -0.65
2 C -0.29
3 C 0.00
4 N -0.84
5 H 0.22
6 H 0.21
7 H 0.21
8 H 0.20
9 H 0.17
10 H 0.37
11 H 0.40
12 O -0.58
13 C 0.69
14 O -0.64
15 S -0.15
16 H 0.50
17 H 0.19

--- 2 ---
# C4H9NO2S

A single C4H9NO2S molecule (ωB97M-V/def2-TZVPD, the Open Molecules 2025 dataset).

```
17
C4H9NO2S ωB97M-V/def2-TZVPD
C 0.93 1.01 -0.33
C 0.18 -1.30 -0.31
C -0.35 1.58 0.25
C -1.18 -0.98 0.28
N 1.15 -0.34 0.18
O -2.96 0.96 0.35
O -2.11 -1.97 -0.05
S -1.78 0.64 -0.45
H 0.86 1.03 -1.43
H 1.78 1.62 -0.02
H 0.48 -2.30 0.02
H 0.09 -1.31 -1.41
H -0.38 1.49 1.33
H -0.48 2.62 -0.04
H -1.12 -0.83 1.36
H 2.09 -0.64 -0.05
H -2.98 -1.66 0.22
```

Results
Molecular weight   135.2 g mol⁻¹
HOMO-LUMO gap   9.749 eV

Okay, here come the natural (NBO) numbers, in e, for every atom:
1 C -0.24
2 C -0.26
3 C -0.61
4 C -0.08
5 N -0.62
6 O -0.99
7 O -0.71
8 S 1.21
9 H 0.17
10 H 0.22
11 H 0.22
12 H 0.18
13 H 0.23
14 H 0.23
15 H 0.18
16 H 0.37
17 H 0.49

--- 3 ---
# C4H9NO2S

A single C4H9NO2S molecule (ωB97M-V/def2-TZVPD, the Open Molecules 2025 dataset).

```
17
C4H9NO2S ωB97M-V/def2-TZVPD
O -0.59 2.52 -1.09
C -0.82 1.55 -1.77
N -0.66 0.29 -1.28
C -0.17 0.10 0.09
C 1.36 0.18 0.07
O 1.91 0.39 1.35
C -0.74 -1.24 0.55
S -0.80 -1.41 2.38
H -1.21 1.59 -2.80
H -0.81 -0.52 -1.85
H -0.54 0.91 0.70
H 1.59 0.99 -0.65
H 1.87 -0.70 -0.32
H 1.39 1.03 1.86
H -1.77 -1.28 0.22
H -0.17 -2.05 0.12
H 0.16 -2.34 2.41
```

Results
Molecular weight   135.2 g mol⁻¹
HOMO-LUMO gap   9.805 eV
SMILES string   O=CN[C@H](CO)CS

Okay, here come the natural (NBO) numbers, in e, for every atom:
1 O -0.61
2 C 0.53
3 N -0.62
4 C -0.10
5 C -0.06
6 O -0.71
7 C -0.51
8 S -0.04
9 H 0.12
10 H 0.40
11 H 0.22
12 H 0.17
13 H 0.17
14 H 0.47
15 H 0.22
16 H 0.22
17 H 0.13

--- 4 ---
# C4H9NO2S

A single C4H9NO2S molecule (ωB97M-V/def2-TZVPD, the Open Molecules 2025 dataset).

```
17
C4H9NO2S ωB97M-V/def2-TZVPD
C 2.52 -0.46 -0.37
O 1.45 0.42 -0.08
C 0.70 0.09 0.99
O -0.29 0.95 1.27
C -1.12 1.30 0.15
C -2.04 0.15 -0.27
N -1.21 -0.94 -0.75
S -0.35 -1.76 0.51
H 3.04 -0.02 -1.22
H 2.14 -1.45 -0.62
H 3.20 -0.55 0.49
H 1.22 -0.21 1.89
H -0.49 1.58 -0.69
H -1.70 2.16 0.50
H -2.69 -0.12 0.57
H -2.65 0.49 -1.11
H -1.75 -1.64 -1.24
```

Results
Molecular weight   135.2 g mol⁻¹
HOMO-LUMO gap   8.641 eV
SMILES string   CO[C@H]1OCCNS1

Okay, here come the natural (NBO) numbers, in e, for every atom:
1 C -0.26
2 O -0.52
3 C 0.45
4 O -0.51
5 C -0.09
6 C -0.26
7 N -0.77
8 S 0.06
9 H 0.20
10 H 0.21
11 H 0.17
12 H 0.17
13 H 0.20
14 H 0.20
15 H 0.18
16 H 0.20
17 H 0.38

The structure with the most favorable energy is 3; the runner-up is 75.0 kJ/mol above it.

--- 1 ---
# C2H2Cl3O2S

A molecular structure, C2H2Cl3O2S (ωB97M-V/def2-TZVPD, the Open Molecules 2025 dataset).

```
10
C2H2Cl3O2S ωB97M-V/def2-TZVPD
C 1.34 -0.10 0.65
C 0.03 -0.48 0.30
O -0.50 1.01 -1.99
O -1.04 0.54 0.42
S -1.17 0.05 -1.16
Cl 1.61 0.31 2.44
Cl -3.57 0.70 -2.15
Cl -0.51 -1.98 1.02
H 2.10 -0.75 0.37
H 1.70 0.70 0.09
```

Results
Molecular weight   196.5 g mol⁻¹
Total charge   -1
HOMO-LUMO gap   7.711 eV

Okay, here come the natural (NBO) numbers, in e, for every atom:
1 C -0.39
2 C -0.09
3 O -0.92
4 O -0.67
5 S 1.61
6 Cl -0.15
7 Cl -0.80
8 Cl -0.06
9 H 0.23
10 H 0.24

--- 2 ---
# C2H2Cl3O2S

A molecular structure, C2H2Cl3O2S (ωB97M-V/def2-TZVPD, the Open Molecules 2025 dataset).

```
10
C2H2Cl3O2S ωB97M-V/def2-TZVPD
C -1.03 -0.20 -0.34
C -0.26 0.88 0.39
O 0.97 -1.39 1.10
O -0.05 1.14 1.51
S 1.73 -0.28 0.53
Cl -2.84 0.01 -0.08
Cl 3.18 -1.16 -0.78
Cl -0.14 2.34 -0.76
H -0.85 -0.03 -1.45
H -0.70 -1.31 -0.13
```

Results
Molecular weight   196.5 g mol⁻¹
Total charge   -1
HOMO-LUMO gap   6.890 eV

Okay, here come the natural (NBO) numbers, in e, for every atom:
1 C -0.48
2 C 0.47
3 O -1.00
4 O -0.58
5 S 0.82
6 Cl -0.12
7 Cl -0.41
8 Cl -0.23
9 H 0.24
10 H 0.29

The structure with the most favorable energy is 2; the runner-up is 46.4 kJ/mol above it.